Entry 1:
Below is 3 unconnected molecules or ions with the total composition C28H48N6O4 in a non-equilibrium geometry, with properties calculated with wB97M-V/def2-TZVPD.

Results
DFT total energy: -1724.8938 Eh
E_LUMO (spin up / spin down): -0.927 / -0.927 eV
2S+1: 3

```
86
Properties=species:S:1:pos:R:3:lowdin_charge:R:1
N -1.768 2.305 1.948 0.04
C -1.444 3.676 2.462 -0.61
N -0.161 3.535 3.271 0.03
N -1.092 4.543 1.297 0.06
C -2.527 4.298 3.464 -0.10
C -4.047 3.987 3.103 -0.13
C -5.002 5.218 2.864 0.00
C -6.528 5.062 2.548 0.01
C -7.148 3.648 2.473 -0.05
C -6.205 2.432 2.684 -0.03
C -4.702 2.590 3.000 0.05
C -7.117 1.136 2.501 -0.32
O -6.806 -0.061 2.658 0.07
N -8.438 1.669 2.043 0.08
C -8.634 3.141 2.214 -0.32
O -9.719 3.756 2.190 0.08
H -1.565 1.647 2.724 0.07
H -1.044 2.103 1.234 0.08
H 0.383 2.747 2.869 0.07
H -0.403 3.205 4.229 0.07
H -0.093 4.314 1.102 0.08
H -1.586 4.113 0.486 0.08
H -2.403 5.446 3.398 0.12
H -2.355 4.026 4.560 0.12
H -4.625 6.299 2.938 0.10
H -7.239 5.949 2.406 0.11
H -4.055 1.662 3.163 0.10
H -8.398 1.619 1.001 0.15
C -1.604 -4.309 2.017 -0.04
C -1.290 -2.832 1.653 -0.47
C -2.586 -2.105 1.229 -0.14
C -3.078 -2.500 -0.160 -0.18
C -1.966 -2.357 -1.194 -0.14
C -0.673 -3.099 -0.798 -0.48
N -0.234 -2.790 0.597 -0.04
O 0.303 -1.540 0.593 -0.03
C -0.887 -4.624 -0.962 -0.05
C 0.422 -2.774 -1.846 -0.05
C -0.813 -2.211 2.994 -0.05
H -1.776 -4.440 3.090 0.08
H -2.504 -4.682 1.524 0.07
H -0.772 -4.973 1.769 0.08
H -2.423 -1.020 1.238 0.11
H -3.381 -2.297 1.957 0.13
H -3.462 -3.526 -0.154 0.10
H -3.922 -1.864 -0.443 0.11
H -2.326 -2.719 -2.162 0.12
H -1.756 -1.288 -1.331 0.12
H -0.017 -5.183 -0.607 0.09
H -1.032 -4.886 -2.015 0.09
H -1.769 -4.999 -0.444 0.06
H 0.608 -1.702 -1.942 0.07
H 0.128 -3.122 -2.840 0.09
H 1.368 -3.264 -1.593 0.09
H 0.104 -2.691 3.347 0.09
H -1.575 -2.338 3.770 0.08
H -0.633 -1.135 2.922 0.06
C 5.686 1.204 -1.278 -0.04
C 4.891 -0.105 -1.538 -0.47
C 5.843 -1.321 -1.482 -0.14
C 6.742 -1.445 -2.708 -0.19
C 5.922 -1.408 -3.992 -0.14
C 4.985 -0.186 -4.077 -0.49
N 4.166 -0.001 -2.841 -0.04
O 3.188 -0.945 -2.849 -0.03
C 5.825 1.085 -4.353 -0.05
C 4.109 -0.324 -5.348 -0.05
C 3.924 -0.202 -0.327 -0.04
H 5.658 1.500 -0.226 0.08
H 6.744 1.113 -1.534 0.07
H 5.268 2.049 -1.833 0.08
H 5.260 -2.246 -1.391 0.12
H 6.468 -1.268 -0.584 0.13
H 7.495 -0.650 -2.715 0.10
H 7.299 -2.386 -2.658 0.11
H 6.599 -1.423 -4.853 0.12
H 5.336 -2.335 -4.056 0.12
H 5.198 1.981 -4.333 0.09
H 6.289 1.037 -5.343 0.09
H 6.646 1.226 -3.653 0.06
H 3.534 -1.252 -5.364 0.08
H 4.729 -0.333 -6.250 0.08
H 3.410 0.514 -5.438 0.09
H 3.224 0.639 -0.312 0.09
H 4.482 -0.186 0.615 0.08
H 3.346 -1.130 -0.319 0.07
```

Entry 2:
Below is a single C21H23NO8 molecule in a non-equilibrium geometry, with properties calculated with wB97M-V/def2-TZVPD.

Results
DFT total energy: -1470.5460 Eh
Energy above the lowest of the compared OMol25 structures with the same formula, charge and spin: 372.2 kJ/mol
SMILES string: O=C(c1cccc([N+](=O)[O-])c1)c1ccc2c(c1)OCCOCCOCCOCCO2
E_LUMO: -0.808 eV

```
53
Properties=species:S:1:pos:R:3:nbo_charge:R:1
O 1.440 -2.105 3.945 -0.53
C 0.704 -1.579 3.135 0.56
C 0.844 -1.765 1.680 -0.19
C 2.087 -2.111 1.154 -0.16
C 2.244 -2.231 -0.209 -0.28
C 1.185 -2.040 -1.096 0.26
C -0.101 -1.787 -0.569 0.33
C -0.233 -1.635 0.809 -0.23
H -1.226 -1.436 1.181 0.23
O -1.281 -1.693 -1.227 -0.51
C -1.399 -1.616 -2.638 -0.10
H -0.729 -2.325 -3.129 0.20
C -1.165 -0.203 -3.200 -0.10
O -2.244 0.669 -2.927 -0.54
C -2.193 1.337 -1.684 -0.10
C -1.390 2.650 -1.735 -0.10
H -1.756 3.250 -2.571 0.19
O -0.009 2.485 -1.983 -0.54
C 0.748 2.088 -0.867 -0.07
H 0.261 1.264 -0.330 0.17
C 2.101 1.596 -1.367 -0.07
O 1.873 0.382 -2.041 -0.55
C 3.026 -0.307 -2.444 -0.09
C 2.573 -1.670 -3.006 -0.08
O 1.356 -2.121 -2.450 -0.51
H 2.347 -1.578 -4.071 0.20
H 3.373 -2.411 -2.879 0.18
H 3.700 -0.435 -1.583 0.17
H 3.571 0.246 -3.222 0.18
H 2.783 1.439 -0.517 0.17
H 2.539 2.337 -2.049 0.18
H 0.878 2.930 -0.171 0.18
H -1.545 3.193 -0.793 0.18
H -3.229 1.590 -1.440 0.19
H -1.805 0.677 -0.902 0.17
H -0.218 0.200 -2.834 0.21
H -1.122 -0.280 -4.290 0.19
H -2.438 -1.899 -2.827 0.20
H 3.213 -2.494 -0.605 0.22
H 2.920 -2.259 1.824 0.23
C -0.402 -0.676 3.585 -0.14
C -0.702 0.492 2.896 -0.18
C -1.716 1.315 3.366 0.07
C -2.436 0.996 4.512 -0.19
C -2.119 -0.158 5.204 -0.21
C -1.103 -0.983 4.749 -0.12
H -0.839 -1.881 5.287 0.24
H -2.661 -0.414 6.101 0.23
H -3.222 1.658 4.843 0.25
N -2.030 2.524 2.647 0.52
O -1.365 2.783 1.663 -0.39
O -2.939 3.209 3.060 -0.37
H -0.150 0.781 2.014 0.25
```

Entry 3:
Below is 3 unconnected molecules or ions with the total composition C2H10NO3 in a non-equilibrium geometry, with properties calculated with wB97M-V/def2-TZVPD.

Results
DFT total energy: -362.4248 Eh
Total charge: +1
Energy above the lowest of the compared OMol25 structures with the same formula, charge and spin: 52.7 kJ/mol
E_LUMO: -3.255 eV

```
16
Properties=species:S:1:pos:R:3:nbo_charge:R:1
O 0.627 -2.099 1.023 -0.49
C 0.769 -1.089 1.653 0.43
C 0.569 0.279 1.029 -0.33
N 0.212 0.007 -0.450 -0.71
H 1.343 -1.089 2.594 0.17
H -0.275 0.879 1.341 0.27
H 1.570 0.704 1.042 0.25
H -0.743 0.319 -0.583 0.45
H 0.810 0.586 -1.074 0.47
H 0.302 -1.018 -0.492 0.45
H 0.483 2.567 -2.637 0.51
H 1.349 1.436 -3.253 0.51
O 0.920 1.731 -2.442 -0.98
H -2.539 -1.536 0.144 0.49
H -3.008 -0.928 1.412 0.50
O -2.389 -0.748 0.691 -0.98
```

Entry 4:
Below is a molecular structure, C39H47N2O6P3V in a non-equilibrium geometry, with properties calculated with wB97M-V/def2-TZVPD.

Results
DFT total energy: -4043.4876 Eh
Energy above the lowest of the compared OMol25 structures with the same formula, charge and spin: 81.9 kJ/mol
E_LUMO (spin up / spin down): 0.119 / 0.120 eV
2S+1: 2

```
98
Properties=species:S:1:pos:R:3:lowdin_charge:R:1
V -0.103 0.543 0.577 0.31
C -1.689 -0.002 3.511 -0.23
P -0.493 -0.978 2.465 1.08
C 0.931 -1.320 3.564 -0.38
C 1.269 -0.483 4.621 -0.09
C 2.425 -0.711 5.363 -0.07
C 3.255 -1.774 5.050 -0.08
C 2.934 -2.610 3.983 -0.08
C 1.784 -2.377 3.242 -0.12
C -1.435 -2.577 2.529 -0.33
C -1.365 -3.453 3.617 -0.07
C -2.184 -4.576 3.680 -0.08
C -3.096 -4.839 2.664 -0.09
C -3.202 -3.959 1.599 -0.08
C -2.382 -2.838 1.538 -0.11
C -1.795 1.389 2.977 -0.37
C -2.266 2.544 3.551 -0.06
C -2.142 3.575 2.566 -0.05
C -1.601 2.991 1.450 -0.38
C -1.113 3.574 0.146 -0.23
P -1.030 2.093 -0.937 1.04
C -2.834 1.881 -1.283 -0.31
C -3.610 0.934 -0.611 -0.08
C -4.982 0.862 -0.820 -0.08
C -5.602 1.735 -1.703 -0.09
C -4.846 2.687 -2.372 -0.08
C -3.475 2.761 -2.159 -0.09
C -0.417 2.628 -2.579 -0.34
C 0.593 3.584 -2.683 -0.09
C 1.161 3.891 -3.915 -0.08
C 0.729 3.244 -5.063 -0.09
C -0.272 2.284 -4.973 -0.09
C -0.834 1.975 -3.742 -0.12
N -1.402 1.637 1.675 -0.12
H -2.641 -0.523 3.446 0.08
H -1.389 -0.023 4.556 0.08
H 0.650 0.377 4.849 0.11
H 2.680 -0.043 6.178 0.11
H 4.158 -1.947 5.625 0.10
H 3.584 -3.439 3.726 0.10
H 1.539 -3.029 2.410 0.10
H -0.669 -3.259 4.425 0.11
H -2.111 -5.243 4.532 0.10
H -3.730 -5.717 2.714 0.10
H -3.931 -4.141 0.816 0.10
H -2.505 -2.135 0.723 0.08
H -2.647 2.649 4.559 0.09
H -2.392 4.621 2.686 0.09
H -1.776 4.334 -0.254 0.09
H -0.110 3.990 0.267 0.08
H -3.145 0.267 0.095 0.08
H -5.571 0.128 -0.280 0.10
H -6.674 1.680 -1.863 0.10
H -5.324 3.377 -3.059 0.10
H -2.896 3.514 -2.680 0.11
H 0.932 4.105 -1.794 0.10
H 1.945 4.637 -3.976 0.11
H 1.169 3.485 -6.023 0.10
H -0.615 1.775 -5.868 0.11
H -1.623 1.233 -3.680 0.11
C 1.808 -0.613 -4.475 -0.06
C 1.282 -0.884 -3.090 -0.30
O 2.187 -0.295 -2.160 -0.26
P 1.940 -0.099 -0.556 0.79
O 2.537 -1.504 0.034 -0.32
C 3.874 -1.992 -0.219 -0.26
C 3.821 -3.202 -1.126 -0.07
O 3.231 0.815 -0.320 -0.28
C 3.224 2.237 -0.598 -0.25
C 3.940 2.523 -1.898 -0.06
H 1.152 -1.066 -5.227 0.08
H 2.813 -1.029 -4.585 0.08
H 1.853 0.464 -4.653 0.06
H 1.220 -1.959 -2.919 0.10
H 0.286 -0.450 -2.972 0.09
H 4.291 -2.246 0.752 0.11
H 4.475 -1.199 -0.654 0.11
H 3.186 -3.983 -0.691 0.07
H 4.824 -3.617 -1.262 0.08
H 3.422 -2.927 -2.107 0.07
H 3.712 2.707 0.249 0.12
H 2.197 2.596 -0.622 0.08
H 4.994 2.244 -1.830 0.08
H 3.878 3.595 -2.118 0.08
H 3.483 1.969 -2.720 0.06
O 3.055 2.284 2.683 0.02
C 2.323 1.449 2.180 -0.50
O 1.235 1.718 1.469 -0.25
H 2.567 0.400 2.285 0.11
C -2.005 -2.562 -2.112 0.03
C -1.043 -2.058 -1.085 -0.60
N -0.171 -2.922 -0.595 0.23
O -1.140 -0.886 -0.682 -0.15
H -1.515 -3.236 -2.817 0.09
H -2.443 -1.719 -2.642 0.09
H -2.804 -3.110 -1.607 0.09
H -0.076 -3.833 -1.007 0.13
H 0.563 -2.595 0.035 0.09
```

> What is the formula in the first record?

C28H48N6O4

> What is the DFT total energy in the first record?

-1724.8938 Eh

> What is the formula in the fourth record?

C39H47N2O6P3V